{"formula": "C36H46N2O10PS3SiTi", "method": "ωB97M-V/def2-TZVPD", "spin_multiplicity": 2, "total_charge": -2, "e_tot_ev": -134326.4048, "lumo_ev": [3.86, 3.34], "homo_energy_ev": [-3.03, -2.59], "species": ["Ti", "O", "S", "O", "O", "C", "C", "C", "C", "C", "C", "S", "O", "O", "O", "H", "H", "H", "H", "O", "O", "O", "S", "N", "C", "C", "C", "C", "P", "N", "C", "C", "C", "C", "C", "C", "C", "C", "H", "H", "H", "H", "H", "H", "H", "H", "H", "H", "H", "H", "H", "H", "H", "H", "H", "H", "H", "H", "H", "H", "H", "H", "H", "H", "H", "O", "Si", "C", "C", "C", "C", "C", "C", "C", "C", "C", "C", "C", "C", "C", "C", "C", "C", "C", "C", "H", "H", "H", "H", "H", "H", "H", "H", "H", "H", "H", "H", "H", "H", "H"], "coordinates": [[-1.567147, -0.477377, -0.268895], [-5.565265, -0.241921, 1.602802], [-4.783733, -0.260143, 0.381072], [-5.139667, -1.257408, -0.587282], [-3.333098, -0.256179, 0.739716], [-5.029510, 1.374236, -0.357918], [-5.768610, 2.263420, 0.415104], [-6.033262, 3.550957, -0.021655], [-5.553161, 3.971014, -1.251254], [-4.804732, 3.100276, -2.021205], [-4.534804, 1.806982, -1.592298], [-3.568137, 0.840265, -2.755162], [-4.515246, 0.190727, -3.632807], [-2.691013, 1.790249, -3.423709], [-2.812655, -0.132930, -1.946904], [-6.128231, 1.918082, 1.373457], [-6.598217, 4.226382, 0.610275], [-5.726765, 4.982513, -1.597544], [-4.375541, 3.425882, -2.958712], [-1.224399, -2.182740, 0.379722], [-1.786388, -2.214605, -0.894899], [-2.195924, 4.113543, -0.355641], [-1.292758, 3.035389, -0.801928], [-1.467500, 1.659655, -0.346240], [1.662216, -1.098434, -5.242860], [0.680720, -1.356287, -4.094275], [0.485053, -2.870862, -3.935071], [-0.703937, -0.787071, -4.438551], [1.269992, -0.623903, -2.466729], [0.050490, -0.467483, -1.477032], [2.591531, -1.730464, -1.705074], [1.886402, -2.996657, -1.187907], [3.755085, -2.124993, -2.620788], [3.143498, -1.013702, -0.462440], [1.899630, 1.134179, -2.663071], [1.889663, 1.803989, -1.271037], [3.302904, 1.237909, -3.273594], [0.902721, 1.905344, -3.540273], [1.308192, -1.654004, -6.116624], [2.677593, -1.435866, -5.023615], [1.696677, -0.045124, -5.520105], [-0.027322, -3.228215, -4.833064], [-0.148000, -3.096667, -3.075102], [1.426778, -3.412223, -3.856889], [-1.058856, -1.303815, -5.336391], [-0.712593, 0.278141, -4.641527], [-1.413034, -0.976040, -3.635638], [1.694888, -3.722914, -1.973279], [0.945487, -2.758652, -0.686114], [2.545443, -3.468611, -0.454521], [3.426407, -2.733796, -3.464524], [4.463138, -2.726833, -2.041258], [4.297221, -1.260888, -3.010109], [2.333193, -0.662982, 0.182068], [3.797701, -0.180540, -0.716306], [3.731628, -1.733066, 0.115776], [2.781545, 1.577581, -0.692288], [1.005823, 1.518868, -0.696170], [1.846743, 2.887321, -1.414434], [4.062601, 0.798565, -2.626359], [3.545354, 2.299529, -3.387736], [3.373797, 0.774777, -4.258687], [-0.124473, 1.797513, -3.185591], [0.954649, 1.604778, -4.586318], [1.165271, 2.965752, -3.489662], [-0.476450, -0.000961, 1.404263], [0.140403, -0.134716, 2.842227], [0.867274, 1.528287, 3.398725], [1.220267, 2.460063, 2.417816], [1.794298, 3.679723, 2.751974], [2.024981, 3.997037, 4.084952], [1.662793, 3.094790, 5.076777], [1.085243, 1.878234, 4.732396], [-1.051880, -0.746730, 4.174511], [-0.627408, -1.312247, 5.380412], [-1.539104, -1.748224, 6.333246], [-2.903230, -1.634676, 6.086617], [-3.345428, -1.086537, 4.890041], [-2.426868, -0.646158, 3.944759], [1.607534, -1.349798, 2.892448], [2.876301, -1.019583, 3.372052], [3.912365, -1.948442, 3.386940], [3.694431, -3.237813, 2.920614], [2.439478, -3.586194, 2.434089], [1.413080, -2.651615, 2.418113], [1.000413, 2.231574, 1.376597], [2.043424, 4.391296, 1.973074], [2.466636, 4.950742, 4.350394], [1.819104, 3.344053, 6.120723], [0.788947, 1.191136, 5.519112], [0.436593, -1.431174, 5.573179], [-1.187974, -2.184115, 7.262466], [-3.619011, -1.980492, 6.824612], [-4.404176, -1.005243, 4.671743], [-2.785091, -0.227606, 3.011153], [3.064440, -0.012156, 3.730725], [4.889735, -1.663951, 3.761309], [4.497589, -3.966295, 2.931330], [2.261972, -4.588273, 2.057664], [0.443260, -2.924353, 2.008028]], "forces_ev_per_a": [[0.85, 1.55, 0.55], [0.04, -0.02, -0.11], [-0.11, 0.24, 0.17], [-0.06, 0.03, -0.04], [0.13, -0.27, -0.05], [-0.03, -0.08, 0.02], [-0.01, -0.04, 0.01], [0.02, 0.03, -0.08], [-0.03, -0.02, 0.11], [0.04, 0.03, -0.02], [0.02, -0.04, 0.01], [0.03, 0.00, -0.26], [0.01, 0.04, 0.08], [-0.08, -0.02, 0.09], [0.05, -0.14, 0.04], [0.01, 0.00, 0.00], [0.00, 0.00, -0.01], [-0.01, 0.00, 0.00], [0.00, -0.02, -0.01], [-0.03, -0.61, -0.23], [0.21, -0.37, 0.02], [0.06, -0.08, -0.05], [-0.02, 0.29, 0.21], [-0.29, -0.01, -0.22], [-0.01, -0.01, -0.04], [0.07, 0.03, 0.02], [-0.05, 0.04, -0.08], [0.05, -0.06, -0.01], [-0.37, 0.18, 0.42], [-0.36, -0.55, -0.08], [0.00, 0.02, -0.10], [0.05, -0.07, 0.08], [-0.02, 0.00, 0.00], [-0.05, -0.04, -0.01], [0.25, -0.06, -0.12], [-0.01, -0.04, -0.06], [-0.03, 0.10, 0.07], [-0.02, -0.02, 0.05], [0.01, 0.00, -0.02], [-0.05, 0.02, -0.01], [0.02, -0.03, 0.01], [-0.01, 0.00, 0.00], [0.02, -0.01, -0.03], [-0.03, 0.01, -0.03], [0.01, 0.01, -0.01], [-0.01, 0.02, 0.05], [-0.02, 0.02, 0.03], [0.02, 0.02, 0.11], [-0.01, 0.04, 0.01], [0.00, 0.00, 0.02], [0.02, 0.00, 0.02], [-0.01, 0.00, 0.00], [-0.03, -0.07, 0.01], [0.04, 0.03, -0.04], [-0.01, 0.01, 0.00], [-0.02, 0.01, 0.01], [0.02, -0.03, 0.02], [0.06, -0.01, -0.08], [0.03, -0.01, -0.01], [-0.01, 0.03, -0.01], [0.01, 0.00, -0.01], [-0.01, 0.00, 0.00], [0.03, 0.02, -0.01], [-0.03, 0.00, -0.01], [-0.01, 0.00, 0.00], [-0.38, -0.10, -0.44], [0.19, 0.02, 0.14], [-0.07, 0.02, -0.02], [-0.09, -0.03, -0.12], [0.00, 0.00, 0.04], [-0.02, -0.03, -0.02], [-0.01, 0.01, 0.00], [0.05, -0.03, -0.02], [-0.01, 0.02, -0.09], [0.04, -0.01, -0.02], [-0.04, 0.02, -0.02], [0.02, 0.01, 0.01], [0.00, -0.01, -0.02], [0.01, 0.07, 0.01], [-0.02, 0.02, 0.06], [0.00, 0.01, -0.02], [0.00, -0.02, -0.02], [-0.01, 0.03, 0.02], [-0.01, 0.00, -0.01], [-0.07, -0.03, -0.03], [0.04, 0.01, 0.16], [0.00, -0.01, 0.00], [0.00, 0.01, 0.00], [0.00, 0.00, 0.00], [0.01, 0.00, 0.00], [-0.04, 0.00, -0.01], [0.00, 0.00, 0.00], [0.01, 0.00, 0.00], [0.02, -0.01, 0.02], [-0.01, -0.04, -0.03], [-0.01, -0.02, 0.01], [0.00, 0.00, 0.00], [0.00, 0.00, 0.00], [0.01, 0.02, 0.01], [0.07, 0.00, 0.02]]}